DFT (ωB97M-V/def2-TZVPD) results for a molecular structure, C17H17N3O in a non-equilibrium geometry.

```
38
Properties=species:S:1:pos:R:3
C -4.3348 -0.8096 1.3393
C -3.1045 -0.0766 0.6055
C -2.5787 1.1644 1.1762
C -1.6440 1.7498 0.5996
C -1.1266 1.1613 -0.7235
C -1.7334 0.1189 -1.1312
C -2.8101 -0.6309 -0.4410
C -3.2786 -1.7059 -1.4056
H -3.2092 -2.5711 -0.7299
H -4.2772 -1.6515 -1.5180
H -2.7839 -1.7228 -2.1914
H -1.3600 -0.0307 -2.2219
N -0.0774 1.8499 -1.3137
C 1.0996 2.5559 -0.6570
O 1.8351 3.1099 -1.4892
C 1.3829 1.9694 0.8461
N 2.6551 1.0067 0.6656
C 3.8892 1.4984 0.7623
N 4.8747 0.7055 0.3834
C 3.9739 -0.4606 0.2941
C 4.3271 -1.8120 -0.2395
C 3.2488 -2.6268 -0.2216
C 2.0133 -2.2548 -0.2277
C 1.5636 -1.0360 0.2156
C 2.6316 0.0094 0.0253
H 0.6647 -0.7996 0.1036
H 1.2755 -3.3048 -0.4718
H 3.6585 -3.5777 -0.6676
H 5.3355 -2.1133 -0.1075
H 4.2399 2.5216 0.9898
H 0.6614 1.5423 1.1398
H 1.6663 2.8520 1.2012
H -0.1756 2.2373 -2.1743
H -1.3517 2.5564 1.0680
H -3.1919 1.3583 2.1379
H -4.0544 -1.6353 1.5060
H -4.6521 -0.3252 2.0135
H -5.2527 -0.8219 0.8598
```

Total charge: 0
HOMO level, Eh: -0.305
Strongest force on any atom, eV Å⁻¹: 17.9

---

DFT (ωB97M-V/def2-TZVPD) results for a single C17H17N3O4 molecule in a non-equilibrium geometry.

```
41
Properties=species:S:1:pos:R:3
C -2.6545 -2.4731 0.1819
O -3.6885 -1.5575 -0.0406
C -3.5487 -0.3155 0.1410
C -2.8959 0.2224 -1.2001
N -1.6696 0.8521 -0.6731
C -1.5746 1.9820 0.1229
C -2.7396 2.8893 0.1344
C -0.2742 2.5729 0.2116
C 0.8376 1.8008 -0.0532
C 0.8122 0.5648 -0.6619
C -0.5713 0.3491 -1.0778
O -0.7890 -0.7721 -1.8504
C 1.9718 -0.4744 -1.0261
C 1.8191 -1.4504 -0.0512
C 1.3998 -1.7179 1.0831
C 1.3732 -3.1275 1.5822
C 1.8864 -3.8287 0.3434
O 2.0289 -2.7841 -0.5636
C 3.1098 0.5322 -0.3963
C 4.4869 -0.0001 -0.9090
N 5.3821 -0.6839 -1.0162
C 3.2129 1.7239 0.1811
N 4.2727 2.3713 0.6302
O 2.0936 2.0813 0.4905
H -1.8043 -2.2595 -0.6727
H -3.1742 -3.3656 0.0658
H -2.1626 -2.4430 1.2467
H -4.5932 0.1747 0.6026
H -3.0028 -0.0804 1.0821
H -3.5135 1.3880 -1.4198
H -2.7350 -0.3521 -1.9913
H -3.1563 3.2841 -0.6403
H -2.4537 3.6667 0.8120
H -3.4655 2.2725 0.8353
H -0.1194 3.5909 0.8141
H 1.9975 -0.6424 -1.8940
H 1.0884 -0.9343 1.8113
H 1.1700 -3.5478 2.4891
H 2.1242 -4.5803 -0.0506
H 4.2197 3.2145 0.9046
H 5.2995 1.8572 0.4222
```

SMILES: COCCn1c(C)cc2c(c1=O)[C@H](c1ccco1)C(C#N)=C(N)O2
Total charge: 0
HOMO level, Eh: -0.301
Strongest force on any atom, eV Å⁻¹: 19.7

---

DFT (ωB97M-V/def2-TZVPD) results for a single C17H17N5O2S molecule in a non-equilibrium geometry.

```
42
Properties=species:S:1:pos:R:3
C -3.6665 -0.3210 -5.1103
C -3.4660 -0.0838 -3.6470
C -4.4930 0.5425 -2.9071
C -4.3617 0.7825 -1.5697
C -3.1841 0.4044 -0.8951
C -2.9306 0.6018 0.4847
C -3.9246 1.2573 1.3874
N -1.8023 0.2152 1.0306
C -0.8744 -0.3856 0.2474
N 0.3006 -0.7975 0.8106
C 0.7204 -0.7284 2.1149
N -0.0588 -0.0597 2.9783
N 1.8280 -1.2456 2.5276
S 2.9510 -1.9645 1.5767
O 2.4718 -2.1741 0.2201
O 3.4667 -3.1040 2.2730
C 4.2047 -0.6881 1.5426
C 5.1290 -0.6242 2.5659
C 6.0679 0.3942 2.5654
C 6.0665 1.3341 1.5460
C 5.1324 1.2600 0.5247
C 4.1917 0.2427 0.5234
N -1.0000 -0.6127 -1.0372
C -2.1436 -0.2285 -1.6311
C -2.3126 -0.4596 -3.0102
H -4.5416 -0.9490 -5.2733
H -3.8373 0.6239 -5.6251
H -2.7999 -0.8074 -5.5488
H -5.3977 0.8331 -3.4216
H -5.1590 1.2623 -1.0223
H -3.5273 1.3098 2.3971
H -4.8537 0.6900 1.3974
H -4.1436 2.2642 1.0363
H 0.9461 -1.3138 0.1984
H 0.1863 -0.0925 3.9508
H -0.9762 0.2196 2.6330
H 5.0997 -1.3794 3.3346
H 6.8004 0.4557 3.3563
H 6.7997 2.1274 1.5457
H 5.1383 1.9920 -0.2691
H 3.4587 0.1489 -0.2627
H -1.5053 -0.9421 -3.5382
```

SMILES: Cc1ccc2c(C)nc(N/C(N)=N\S(=O)(=O)c3ccccc3)nc2c1
Total charge: 0
HOMO level, Eh: -0.317
Strongest force on any atom, eV Å⁻¹: 1.5